45
Properties=species:S:1:pos:R:3:lowdin_charge:R:1 method="wB97M-V/def2-TZVPD" total_charge=+2 e_tot_ev=-47371.988 lumo_energy_ha=-0.3480 homo_lumo_gap_ev=5.48 homo_energy_ev=-15.0 multiplicity=1 mol_weight_g_mol=493.455
Ce -0.377 -0.417 -0.978 1.706
O -1.671 -6.610 -0.375 0.174
C -1.350 -5.340 -0.466 -0.226
C -0.453 -4.698 0.415 0.129
C -0.182 -3.382 0.190 -0.131
N -0.806 -2.685 -0.783 -0.016
C -1.681 -3.291 -1.616 -0.126
C -1.954 -4.619 -1.519 0.139
C -2.247 -2.330 -2.631 -0.484
O -2.642 -2.668 -3.697 0.209
O -2.137 -1.048 -2.195 -0.203
C 0.805 -2.543 0.965 -0.472
O 1.216 -2.837 2.036 0.214
O 1.093 -1.401 0.287 -0.196
H -1.246 -7.062 0.369 0.156
H 0.036 -5.220 1.229 0.157
H -2.625 -5.112 -2.210 0.164
N -0.087 0.380 -3.404 -0.046
N -0.691 1.509 -2.727 -0.038
H 0.397 0.643 -4.258 0.144
H -0.861 -0.240 -3.642 0.083
H -1.616 1.705 -3.109 0.134
H -0.113 2.327 -2.896 0.123
C 0.083 1.090 1.959 -0.142
N 0.785 2.013 2.802 -0.067
C 2.190 2.092 2.382 -0.111
N 2.294 2.574 0.993 -0.063
C 1.612 1.659 0.125 -0.183
N 0.139 1.517 0.490 -0.204
C -0.464 2.910 0.429 -0.144
N 0.238 3.817 1.291 -0.071
C 0.169 3.340 2.680 -0.121
C 1.649 3.892 0.893 -0.125
H -0.967 1.050 2.252 0.146
H 0.537 0.106 2.052 0.121
H 2.653 1.109 2.464 0.145
H 2.719 2.783 3.033 0.144
H 2.084 0.680 0.208 0.120
H 1.671 2.027 -0.905 0.134
H -1.509 2.838 0.730 0.143
H -0.408 3.261 -0.601 0.120
H -0.872 3.293 3.001 0.140
H 0.698 4.041 3.323 0.143
H 2.167 4.591 1.546 0.143
H 1.722 4.257 -0.132 0.137